1.
The following is a quantum chemistry calculation of C23H43N3O5PtS2Si as an isolated structure, from OMol25.

```
78
Properties=species:S:1:pos:R:3:forces:R:3:mulliken_spin:R:1
Pt -1.3727 -0.9852 0.7650 -0.18 0.01 -0.66 1.10
C 2.4345 -1.6284 -1.4722 -0.13 0.08 0.24 0.00
C 2.0961 -1.4471 0.0081 0.53 -0.65 0.00 -0.02
C 1.5478 -2.7416 0.6098 0.03 0.33 -0.20 0.00
C 3.3042 -0.9617 0.8054 -0.26 -0.04 -0.14 0.00
O 1.0407 -0.4991 0.1227 0.02 -0.33 0.20 0.13
Si 1.0165 1.1269 -0.0461 -1.33 0.31 0.23 0.07
S -1.0397 1.4617 0.2949 0.19 0.05 0.09 0.18
O 1.4970 1.4487 -1.5614 0.11 -0.25 -0.17 0.00
C 2.0504 2.5994 -2.1775 0.33 0.39 -0.41 0.00
C 2.0851 2.3065 -3.6809 -0.01 0.02 0.41 0.00
C 3.4662 2.8169 -1.6447 -0.26 -0.07 -0.07 0.00
C 1.1843 3.8259 -1.8994 0.08 -0.36 -0.02 0.02
O 1.9909 1.9067 1.0000 0.17 -0.13 -0.27 0.00
C 1.7600 2.5856 2.2306 -0.03 0.44 0.52 0.00
C 1.0831 3.9253 1.9310 0.12 -0.23 -0.05 0.00
C 0.8847 1.7544 3.1644 0.11 0.07 -0.26 0.00
C 3.1408 2.8077 2.8534 -0.35 -0.10 -0.22 0.00
H 3.2428 -2.3440 -1.6007 0.08 -0.10 0.01 0.00
H 2.7239 -0.6752 -1.9057 0.11 0.07 -0.05 0.00
H 1.5541 -1.9798 -2.0050 -0.11 -0.09 -0.06 0.00
H 2.2541 -3.5620 0.5154 0.16 -0.05 -0.01 0.00
H 0.6294 -3.0072 0.0938 -0.04 -0.10 -0.02 0.00
H 1.3123 -2.5864 1.6620 -0.01 -0.04 0.08 0.00
H 4.0889 -1.7135 0.8043 0.11 -0.08 -0.04 0.00
H 2.9997 -0.7709 1.8321 0.03 0.03 0.14 0.00
H 3.6870 -0.0345 0.3872 0.16 0.11 -0.04 0.00
H 2.6311 1.3846 -3.8652 0.08 -0.09 -0.03 0.00
H 2.5743 3.1203 -4.2104 0.03 0.08 -0.09 0.00
H 1.0740 2.1892 -4.0625 -0.13 0.00 -0.07 0.00
H 4.0969 1.9710 -1.9086 0.11 -0.09 -0.05 0.00
H 3.4306 2.8954 -0.5629 0.09 0.09 0.10 0.00
H 3.8916 3.7248 -2.0631 0.11 0.11 -0.06 0.00
H 0.1644 3.6437 -2.2246 -0.18 -0.01 -0.08 0.00
H 1.5761 4.6948 -2.4214 0.04 0.11 -0.04 0.00
H 1.1662 4.0258 -0.8344 -0.01 0.14 0.20 -0.01
H 0.1487 3.7466 1.4016 -0.08 0.04 0.02 0.00
H 1.7314 4.5399 1.3085 0.07 0.08 -0.03 0.00
H 0.8664 4.4670 2.8489 0.01 0.04 0.11 0.00
H -0.0943 1.5950 2.7214 -0.02 0.04 0.03 0.00
H 0.7592 2.2672 4.1139 0.05 0.07 0.18 0.00
H 1.3424 0.7842 3.3354 0.10 -0.17 0.09 0.00
H 3.7736 3.3697 2.1703 0.07 0.07 -0.06 0.00
H 3.6090 1.8467 3.0500 0.10 -0.10 0.05 0.00
H 3.0471 3.3578 3.7861 0.02 0.06 0.12 0.00
C -1.9125 1.0724 -3.2250 0.10 0.01 0.01 0.00
C -2.8414 0.0267 -2.7288 -0.24 -0.28 -0.32 -0.01
C -3.3510 -0.9981 -3.4882 -0.18 -0.02 0.29 0.01
C -4.2309 -1.9060 -2.8703 0.36 0.35 -0.25 -0.01
N -4.5245 -1.8374 -1.5902 -0.34 -0.29 0.09 0.01
C -3.9296 -0.9155 -0.8439 0.09 0.74 -0.22 0.03
S -3.9959 -0.9443 0.8424 0.43 0.05 0.58 0.20
N -3.2029 0.0873 -1.4362 -0.37 -0.37 -0.13 0.03
C -4.7978 -3.0502 -3.6375 -0.11 0.04 -0.04 0.00
H -1.5647 0.8299 -4.2256 -0.02 0.02 -0.03 0.00
H -1.0659 1.1466 -2.5406 0.07 0.06 -0.05 0.00
H -2.4169 2.0387 -3.2376 0.02 0.07 -0.02 0.00
H -3.0866 -1.1196 -4.5240 0.11 0.09 -0.13 0.00
H -2.7151 0.7578 -0.8158 -0.14 -0.19 -0.30 -0.01
H -5.2457 -2.7070 -4.5671 -0.03 -0.03 -0.12 0.00
H -5.5385 -3.5677 -3.0358 -0.02 -0.04 0.00 0.00
H -3.9886 -3.7380 -3.8851 0.01 -0.07 -0.04 0.00
C -0.8079 -1.7811 6.0913 0.04 0.05 0.00 0.00
C -1.9277 -1.6358 5.0559 -0.27 -0.20 0.75 0.01
C -1.4173 -1.1779 3.7975 0.76 0.62 -1.02 0.03
N -0.9504 -0.7809 2.8207 -0.56 -0.46 1.25 0.05
H -1.2273 -2.0654 7.0528 -0.04 -0.05 0.03 0.00
H -0.2681 -0.8439 6.2182 0.00 0.00 -0.02 0.00
H -0.1053 -2.5481 5.7751 0.07 -0.02 0.03 0.00
H -2.6794 -0.9165 5.3950 0.00 -0.14 -0.05 0.00
H -2.4140 -2.6000 4.8935 -0.11 0.08 -0.02 0.00
C -2.5867 -4.5636 -0.9766 0.21 0.11 0.17 0.00
C -1.9596 -3.3263 -0.3729 -0.14 -0.72 -0.32 -0.02
O -1.7394 -3.2950 0.8554 0.12 0.31 0.62 0.09
O -1.7018 -2.3425 -1.1153 0.21 0.51 -0.24 0.10
H -3.6518 -4.3696 -1.0965 -0.06 0.03 -0.02 0.00
H -2.4551 -5.4064 -0.3039 -0.01 -0.05 -0.02 0.00
H -2.1512 -4.7786 -1.9486 0.01 0.00 -0.09 0.00
```
Positions in Å, forces in eV/Å.

Properties
HOMO (spin up / spin down), eV: -6.9 / -7.8
LUMO level (spin up / spin down), eV: 0.4 / -0.2
2S+1: 3
Kohn-Sham gap (spin up / spin down), eV: 7.28 / 7.61
M, Da: 728.911
ΔE to the lowest compared entry with this formula, charge and spin, eV: 0.966

---

2.
The following is a quantum chemistry calculation of C5HF2OPm as an isolated structure, from OMol25.

```
10
Properties=species:S:1:pos:R:3:forces:R:3:mulliken_spin:R:1
C 2.7009 1.8682 -1.4092 -3.49 -0.50 -1.47 0.00
C 3.5776 1.8988 -0.5471 6.70 -1.05 2.83 0.00
F 4.6795 1.6158 -0.0464 -1.71 1.46 -0.43 0.00
O 1.7513 0.9241 -0.8372 -2.50 -0.65 -0.62 0.00
C 0.8041 0.2935 -0.6489 1.55 1.04 -0.37 0.00
C -4.6179 -2.1911 0.2410 1.56 1.53 1.14 -0.16
C -4.9026 -2.9550 -0.6696 -1.39 -2.42 -3.06 -0.16
H -4.8100 -1.8218 1.2462 -0.40 -0.14 0.19 0.01
F -5.1334 -3.6467 -1.6690 0.31 0.97 1.62 -0.05
Pm -2.3258 -1.0297 -0.4163 -0.64 -0.25 0.15 4.37
```
Positions in Å, forces in eV/Å.

Properties
Total charge: +4
HOMO (spin up / spin down), eV: -25.6 / -25.6
LUMO level (spin up / spin down), eV: -22.2 / -18.4
2S+1: 5
Kohn-Sham gap (spin up / spin down), eV: 3.40 / 7.17
M, Da: 260.058

---

3.
The following is a quantum chemistry calculation of C12H36AlN7O5P2 as an isolated structure, from OMol25.

```
63
Properties=species:S:1:pos:R:3:forces:R:3:mulliken_spin:R:1
Al -0.3497 0.1084 0.4165 0.18 0.04 -0.15 0.00
N -0.2961 -1.5861 3.5599 -1.02 0.35 -2.39 -0.02
O -0.8355 -1.7911 2.4925 -0.49 -0.21 -1.50 0.27
O 0.6474 -0.8970 3.6666 3.71 2.40 -0.10 0.33
O -0.7636 -2.0218 4.5390 -2.16 -2.35 4.10 0.43
O 0.2024 -2.6517 -0.4163 -0.22 -0.65 0.10 0.00
P 0.1818 -4.1607 -0.4795 1.25 -0.44 -0.18 0.00
N -1.0644 -4.9615 0.4052 0.28 -1.26 -3.45 0.00
C -2.4514 -5.0305 -0.2148 1.35 0.53 -0.14 0.00
C -1.0761 -4.9319 1.8245 -0.18 1.62 0.97 0.00
N 1.6956 -4.7834 0.0299 0.18 0.73 1.64 0.00
C 2.8389 -4.0476 0.7039 -1.59 0.60 -0.67 0.00
C 1.8841 -6.2303 0.1259 -0.36 0.25 -0.35 0.00
N 0.0664 -4.7197 -2.0791 -1.57 -1.48 1.36 0.00
C 0.6897 -4.0880 -3.2089 0.57 1.26 1.65 0.00
C 0.0650 -6.1541 -2.3857 -0.32 0.24 0.51 0.00
H -2.6525 -4.0295 -0.5964 -0.73 0.08 0.35 0.00
H -3.1577 -5.4128 0.5222 0.08 0.44 0.06 0.00
H -2.5492 -5.6710 -1.0913 0.58 -0.27 0.11 0.00
H -1.7491 -5.6022 2.3591 0.17 -0.69 -0.65 0.00
H -1.5077 -3.9515 2.0262 0.24 0.23 1.02 0.00
H -0.0724 -5.0104 2.2423 -0.01 0.03 0.00 0.00
H 2.4905 -3.3539 1.4691 -0.27 0.20 -0.11 0.00
H 3.4921 -4.7255 1.2535 -0.03 -0.17 -0.55 0.00
H 3.3487 -3.4705 -0.0675 0.40 -0.11 0.28 0.00
H 2.5793 -6.4859 0.9256 -0.22 0.04 0.07 0.00
H 0.9059 -6.6613 0.3390 0.23 -0.56 -0.18 0.00
H 2.3236 -6.5782 -0.8090 -0.17 -0.50 0.08 0.00
H 0.3387 -4.5028 -4.1538 -0.33 0.43 0.12 0.00
H 0.4871 -3.0417 -2.9802 0.38 0.35 -1.22 0.00
H 1.7530 -4.3064 -3.1097 0.42 0.31 -0.51 0.00
H -0.3041 -6.7481 -1.5496 -0.26 -0.05 -0.30 0.00
H 1.0722 -6.4969 -2.6223 0.17 -0.06 -0.03 0.00
H -0.5311 -6.2279 -3.2953 -0.21 -0.62 0.18 0.00
O -0.1684 2.9453 0.8516 0.23 -0.70 -1.37 0.00
P -0.1221 4.3368 0.3057 -0.29 1.78 0.02 0.00
N -0.8381 4.6308 -1.2691 -0.76 -1.94 0.35 0.00
C -1.0430 6.0046 -1.6949 1.29 0.74 -0.47 0.00
C -1.7454 3.6060 -1.9207 -0.56 0.21 0.61 0.00
N 1.4830 4.9381 0.1067 -3.56 -0.17 2.99 0.00
C 2.3186 4.3225 -0.8516 -0.57 -0.08 -0.58 0.00
C 1.6676 6.3627 0.2801 0.49 0.28 -1.17 0.00
N -0.8992 5.3305 1.4553 0.70 -0.29 0.03 0.00
C -0.5946 5.1984 2.8889 -0.27 -0.61 -0.36 0.00
C -2.1081 6.1134 1.2248 0.09 0.01 -1.37 0.00
H -0.7214 6.2159 -2.7147 -0.11 -0.74 -0.46 0.00
H -0.3012 6.6172 -1.1825 -0.47 0.18 0.44 0.00
H -2.0338 6.4529 -1.6225 -0.17 -0.41 0.43 0.00
H -2.2260 3.8534 -2.8672 0.55 1.29 -0.11 0.00
H -2.6305 3.4185 -1.3127 0.09 -0.21 0.42 0.00
H -1.3360 2.6438 -2.2282 0.84 0.02 0.74 0.00
H 3.3226 4.7031 -0.6641 0.16 -0.43 -0.51 0.00
H 2.2110 3.2404 -0.7769 0.50 -0.03 0.08 0.00
H 1.8717 4.6184 -1.8007 0.89 -0.05 -0.82 0.00
H 2.6875 6.5140 0.6335 -0.19 0.38 0.49 0.00
H 1.6222 6.8337 -0.7019 0.31 0.27 -0.40 0.00
H 0.8727 6.8840 0.8135 0.38 -0.48 0.63 0.00
H 0.2638 5.8051 3.1772 -0.14 0.11 0.21 0.00
H -1.5288 5.4878 3.3702 0.48 0.25 0.46 0.00
H -0.4371 4.1651 3.1981 0.29 -0.08 -0.22 0.00
H -2.9296 5.4403 0.9798 -0.21 0.19 -0.56 0.00
H -1.8465 6.8255 0.4421 -0.84 -0.04 -0.11 0.00
H -2.5120 6.7155 2.0387 0.83 -0.22 0.47 0.00
```
Positions in Å, forces in eV/Å.

Properties
Total charge: +1
HOMO (spin up / spin down), eV: -10.9 / -10.9
LUMO level (spin up / spin down), eV: -3.4 / -7.3
2S+1: 2
Kohn-Sham gap (spin up / spin down), eV: 7.47 / 3.59
M, Da: 447.394